Record 1
18
Properties=species:S:1:pos:R:3:mulliken_charge:R:1 method="wB97M-V/def2-TZVPD" largest_force_ev_per_a=4.445 homo_lumo_gap_ev=11.42 e_tot_ha=-268.421214 charge=+2 e_above_lowest_kcal_mol=37.4 homo_energy_ev=-18.6
N 2.003 0.468 -2.545 -0.405
C 1.199 -0.040 -1.244 -0.199
C 0.233 0.626 -0.631 -0.413
C -0.058 0.431 0.955 -0.686
C -1.242 -0.647 0.950 -0.538
N -2.017 -0.675 2.305 -0.342
H 1.367 0.788 -3.373 0.415
H 2.605 1.272 -2.281 0.406
H 2.673 -0.252 -2.856 0.386
H 1.466 -1.096 -1.060 0.298
H -0.241 1.555 -0.986 0.360
H -0.324 1.354 1.417 0.443
H 0.796 0.176 1.603 0.471
H -1.978 -0.604 0.128 0.367
H -0.731 -1.705 0.947 0.328
H -1.276 -0.504 3.108 0.401
H -2.840 -0.124 2.234 0.337
H -2.215 -1.632 2.621 0.373

=====

Record 2
19
Properties=species:S:1:pos:R:3:mulliken_charge:R:1 method="wB97M-V/def2-TZVPD" largest_force_ev_per_a=2.248 homo_lumo_gap_ev=8.64 e_tot_ha=-344.307398 charge=0 e_above_lowest_kcal_mol=48.7 homo_energy_ev=-7.8
N 1.959 -1.100 0.960 -0.433
C 0.634 -0.777 0.786 -0.144
C -0.027 0.310 1.242 -0.291
C -1.465 0.398 0.788 -0.818
C -1.676 0.834 -0.708 -0.424
N -1.869 2.271 -0.855 -0.605
H 2.130 -2.083 0.926 0.244
H 2.623 -0.577 1.496 0.171
H 0.082 -1.346 0.044 0.245
H 0.428 0.804 2.090 0.319
H -2.054 0.980 1.502 0.389
H -2.025 -0.550 0.795 0.304
H -2.628 0.393 -1.012 0.314
H -0.895 0.425 -1.346 0.303
H -2.764 2.510 -0.461 0.241
H -1.121 2.838 -0.491 0.205
O 2.738 -2.087 -2.079 -0.645
H 3.350 -2.068 -1.341 0.312
H 2.579 -1.177 -2.337 0.313

=====

Record 3
19
Properties=species:S:1:pos:R:3:mulliken_charge:R:1 method="wB97M-V/def2-TZVPD" largest_force_ev_per_a=3.945 homo_lumo_gap_ev=8.77 e_tot_ha=-344.235028 charge=0 e_above_lowest_kcal_mol=94.1 homo_energy_ev=-8.1
H 0.718 -1.563 0.024 0.271
N 1.359 -0.745 -0.231 -0.645
C 0.635 -0.161 -1.151 -0.250
N 0.147 1.101 -1.342 -0.234
C -0.812 1.680 -0.373 -0.693
C -0.266 1.577 1.040 -0.217
C 0.661 2.817 1.420 -1.228
H 0.503 -0.841 -1.918 0.485
H 0.225 1.458 -2.362 0.301
H -1.912 1.297 -0.348 0.220
H -0.916 2.730 -0.805 0.356
H -1.188 1.637 1.614 0.336
H 0.192 0.557 1.159 0.306
H 1.097 3.288 0.525 0.300
H 0.041 3.524 1.909 0.344
H 1.488 2.555 2.018 0.347
O -0.658 -7.088 -0.072 -0.654
H -1.491 -6.810 -0.582 0.332
H 0.178 -7.013 -0.523 0.322

=====

Record 4
19
Properties=species:S:1:pos:R:3:mulliken_charge:R:1 method="wB97M-V/def2-TZVPD" largest_force_ev_per_a=1.231 homo_lumo_gap_ev=9.92 e_tot_ha=-344.329546 charge=0 e_above_lowest_kcal_mol=34.8 homo_energy_ev=-9.0
C -1.123 0.451 1.295 -1.326
C 0.171 0.126 0.565 0.351
C 0.926 -1.018 1.230 -0.886
O 1.295 -0.733 2.566 -0.519
N -0.009 -0.253 -0.854 -0.377
C -0.406 0.875 -1.705 -0.350
N -0.608 0.386 -3.064 -0.655
H -1.754 1.167 0.764 0.401
H -1.705 -0.443 1.532 0.307
H -0.876 0.951 2.230 0.344
H 0.832 1.002 0.538 0.312
H 1.794 -1.243 0.615 0.390
H 0.322 -1.927 1.205 0.339
H 2.086 -0.189 2.569 0.325
H -0.742 -0.960 -0.853 0.299
H -1.307 1.384 -1.346 0.283
H 0.486 1.497 -1.725 0.269
H -0.944 1.167 -3.623 0.252
H -1.414 -0.241 -3.075 0.239

=====

Record 5
19
Properties=species:S:1:pos:R:3:mulliken_charge:R:1 method="wB97M-V/def2-TZVPD" largest_force_ev_per_a=2.691 homo_lumo_gap_ev=4.28 e_tot_ha=-344.082866 charge=0 e_above_lowest_kcal_mol=189.6 homo_energy_ev=-7.3
N -0.744 1.752 0.953 -0.579
C -1.841 0.911 1.298 -0.699
C 1.290 -1.071 0.670 -0.917
N 1.263 0.228 0.173 -0.177
C 0.736 0.316 -1.146 -0.415
C 0.354 -1.059 -1.753 -0.487
O -0.529 -1.660 -0.940 -0.619
H -1.739 0.524 2.322 0.247
H 0.560 0.821 0.706 0.418
H -1.018 2.725 1.137 0.169
H -2.811 1.392 1.213 0.374
H -1.815 0.003 0.692 0.222
H 1.942 -1.715 0.077 0.342
H 0.290 -1.546 0.375 0.463
H 1.643 -1.048 1.684 0.338
H -0.190 0.931 -1.001 0.287
H 1.387 0.896 -1.804 0.373
H 1.278 -1.640 -1.922 0.297
H -0.056 -0.759 -2.734 0.363

=====

Record 6
19
Properties=species:S:1:pos:R:3:mulliken_charge:R:1 method="wB97M-V/def2-TZVPD" largest_force_ev_per_a=1.156 homo_lumo_gap_ev=8.95 e_tot_ha=-344.322047 charge=0 e_above_lowest_kcal_mol=39.5 homo_energy_ev=-8.1
C -1.000 1.710 -0.936 -1.135
C 0.006 1.340 -0.137 0.807
N 1.307 1.231 -0.611 -0.411
C -0.210 0.958 1.292 -0.878
C -0.166 -0.581 1.481 -0.507
N -0.803 -1.360 0.456 -0.253
H -0.816 1.974 -1.968 0.274
H -1.993 1.876 -0.540 0.268
H 2.002 0.762 -0.057 0.194
H 1.518 1.721 -1.460 0.197
H 0.463 1.429 2.013 0.350
H -1.218 1.292 1.560 0.316
H 0.880 -0.886 1.561 0.303
H -0.602 -0.892 2.427 0.368
H -1.790 -1.497 0.546 0.178
H -0.362 -1.450 -0.431 -0.091
O 1.057 -2.574 -2.105 -0.651
H 0.961 -3.270 -1.444 0.340
H 0.765 -1.780 -1.649 0.331

=====

Question: Which value of charge does entry 4 give?
Answer: 0